[1]
Computed, not measured: C49H53AlFN2O3SSi as an isolated structure, with the ωB97M-V functional and the def2-TZVPD basis.

Geometry as XYZ:
```
111
Properties=species:S:1:pos:R:3
Al 0.062 -0.308 -0.490
C 1.626 -1.788 -3.130
C 1.785 -0.603 -4.077
C 0.993 -0.857 -5.366
C 1.512 0.804 -3.545
C 2.450 1.760 -3.919
C 2.260 3.104 -3.647
C 1.073 3.505 -3.067
C 0.088 2.595 -2.677
C -1.193 3.269 -2.170
C -2.245 2.454 -1.426
C -1.872 3.981 -3.352
C 0.361 1.220 -2.825
N -0.468 0.225 -2.210
C -1.587 -0.211 -2.879
C -2.034 0.231 -4.128
C -3.199 -0.277 -4.688
C -3.958 -1.236 -4.032
C -3.541 -1.689 -2.784
C -2.390 -1.166 -2.259
F -1.958 -1.575 -1.020
H 2.163 -2.647 -3.537
H 0.582 -2.078 -3.009
H 2.037 -1.586 -2.142
H 2.839 -0.578 -4.369
H -0.066 -0.995 -5.151
H 1.356 -1.767 -5.848
H 1.098 -0.030 -6.070
H 3.343 1.440 -4.442
H 3.007 3.835 -3.930
H 0.893 4.562 -2.904
H -0.850 4.046 -1.478
H -2.829 1.828 -2.103
H -2.941 3.142 -0.941
H -1.815 1.827 -0.652
H -2.157 3.256 -4.117
H -1.229 4.730 -3.815
H -2.780 4.479 -3.007
H -1.460 0.982 -4.656
H -3.517 0.084 -5.658
H -4.860 -1.628 -4.479
H -4.095 -2.434 -2.229
C 7.087 -0.107 0.361
O 5.917 -0.891 0.248
C 5.122 -1.006 1.365
C 5.361 -0.357 2.559
C 4.517 -0.575 3.644
C 3.441 -1.432 3.514
C 3.189 -2.079 2.311
C 4.025 -1.880 1.219
N 3.934 -2.551 0.011
C 3.161 -3.640 -0.325
C 1.831 -4.009 0.100
C 1.619 -5.378 0.354
C 0.398 -5.883 0.749
C -0.680 -5.021 0.882
C -0.529 -3.678 0.590
C 0.697 -3.141 0.192
O 0.739 -1.851 -0.165
H 7.592 -0.170 -0.600
H 7.746 -0.491 1.143
H 6.849 0.939 0.575
H 6.203 0.313 2.662
H 4.711 -0.072 4.581
H 2.780 -1.610 4.351
H 2.351 -2.754 2.231
H 4.732 -2.385 -0.581
H 3.677 -4.339 -0.970
H 2.468 -6.045 0.254
H 0.287 -6.938 0.958
H -1.647 -5.399 1.190
H -1.374 -3.008 0.635
S 2.841 1.908 -0.212
C 1.746 0.935 -0.522
C 0.829 2.248 3.056
C -0.605 2.593 2.681
C -0.588 3.516 1.455
C -1.259 3.351 3.845
Si -1.490 0.988 2.179
O -0.732 0.420 0.850
C -3.311 1.226 1.738
C -4.175 2.109 2.391
C -5.522 2.186 2.058
C -6.042 1.366 1.068
C -5.207 0.471 0.414
C -3.862 0.409 0.746
C -1.484 -0.336 3.521
C -1.005 -0.179 4.823
C -1.056 -1.218 5.744
C -1.580 -2.447 5.375
C -2.072 -2.625 4.090
C -2.032 -1.577 3.184
H 1.435 3.162 3.095
H 1.288 1.564 2.342
H 0.888 1.774 4.031
H -0.073 4.452 1.700
H -1.601 3.763 1.126
H -0.067 3.052 0.614
H -0.591 4.148 4.188
H -1.476 2.710 4.702
H -2.191 3.826 3.539
H -3.803 2.748 3.180
H -6.166 2.887 2.575
H -7.092 1.422 0.810
H -5.602 -0.174 -0.362
H -3.220 -0.276 0.210
H -0.585 0.767 5.138
H -0.681 -1.069 6.749
H -1.612 -3.262 6.087
H -2.490 -3.580 3.794
H -2.442 -1.723 2.190
```

The frontier orbital gap (spin up / spin down) is 4.52 / 6.43 eV. Its lowest unoccupied orbital energy (spin up / spin down) is -0.046 / -0.046 hartree. As for the total charge: 0. As for the spin multiplicity: 2.



[2]
Computed, not measured: C4H5NO in the gas phase, with the ωB97M-V functional and the def2-TZVPD basis.

Geometry as XYZ:
```
11
Properties=species:S:1:pos:R:3
N 2.506 -0.233 0.336
C 1.165 0.076 0.125
C 0.197 0.940 -0.150
C -1.214 0.526 -0.214
C -1.703 -0.624 0.256
O 1.361 -1.213 0.413
H 2.932 -0.436 -0.575
H 0.474 1.967 -0.371
H -1.884 1.220 -0.720
H -2.746 -0.886 0.105
H -1.088 -1.339 0.797
```

The SMILES is C=C/C=C1/NO1. The frontier orbital gap is 9.66 eV. Its lowest unoccupied orbital energy is 0.035 hartree. As for the total charge: 0.



[3]
Computed, not measured: a 11-piece molecular cluster, H22O11 overall in a non-equilibrium geometry, with the ωB97M-V functional and the def2-TZVPD basis.

Geometry as XYZ:
```
33
Properties=species:S:1:pos:R:3
O 15.607 -5.872 10.597
H 15.836 -5.048 10.184
H 15.622 -6.519 9.885
O 17.399 -1.195 11.045
H 17.579 -1.207 11.979
H 17.812 -0.343 10.906
O 12.105 -3.271 9.038
H 11.172 -3.013 8.934
H 12.562 -2.471 8.967
O 18.700 -3.425 10.251
H 18.682 -4.195 10.814
H 18.455 -2.643 10.738
O 15.925 -1.186 7.541
H 14.994 -0.981 7.623
H 16.073 -1.605 6.727
O 13.413 -0.871 9.394
H 12.972 -0.062 9.246
H 13.556 -1.001 10.335
O 14.361 -4.288 7.428
H 14.106 -5.232 7.365
H 13.885 -4.040 8.230
O 14.228 -1.882 11.805
H 14.316 -2.493 11.071
H 13.544 -2.373 12.318
O 17.066 -5.144 8.161
H 17.631 -4.407 7.844
H 16.200 -5.057 7.780
O 18.324 -2.935 7.610
H 18.060 -2.021 7.576
H 18.613 -3.113 8.520
O 15.728 -3.233 9.783
H 15.466 -2.873 8.941
H 16.424 -2.613 10.046
```

The SMILES is O.O.O.O.O.O.O.O.O.O.O. The frontier orbital gap is 9.52 eV. Its lowest unoccupied orbital energy is -0.001 hartree. As for the total charge: 0.



[4]
Computed, not measured: a 3-piece molecular cluster, C18H30BrF5N2O2P overall in a non-equilibrium geometry, with the ωB97M-V functional and the def2-TZVPD basis.

Geometry as XYZ:
```
59
Properties=species:S:1:pos:R:3
C 5.325 1.343 -0.103
C 4.268 1.682 -1.214
Br 4.899 3.414 -2.058
C 4.177 0.649 -2.380
P 3.469 -1.083 -1.858
N 5.124 -1.788 -1.965
C 1.719 -0.349 -1.594
C 0.757 -0.083 -2.671
C -0.537 0.436 -2.296
N -0.975 0.750 -1.052
C -0.062 0.491 -0.069
C 1.280 -0.022 -0.228
C 2.748 -2.822 -1.366
F 2.920 -2.999 0.017
F 1.360 -2.931 -1.564
C 3.371 -4.065 -2.128
F 3.630 -3.842 -3.443
F 4.435 -4.612 -1.471
F 2.406 -5.078 -2.118
H 4.787 0.831 0.734
H 5.770 2.304 0.272
H 6.183 0.723 -0.452
H 3.290 1.938 -0.746
H 5.182 0.522 -2.851
H 3.506 1.093 -3.165
H 3.724 -0.847 -0.458
H 3.189 -1.319 -3.258
H 5.810 -1.211 -1.483
H 5.413 -1.904 -2.939
H 1.072 -0.332 -3.703
H -1.264 0.600 -3.132
H -0.376 0.724 1.003
H 1.924 -0.187 0.659
C -2.498 0.034 5.074
C -3.006 -0.535 3.762
C -2.147 0.198 2.747
O -0.891 0.468 3.391
C -1.015 0.201 4.791
H -2.698 -0.603 5.937
H -2.956 1.011 5.257
H -2.801 -1.609 3.720
H -4.075 -0.385 3.602
H -2.594 1.156 2.469
H -1.978 -0.381 1.839
H -0.462 -0.720 5.008
H -0.567 1.018 5.361
C -6.485 1.647 -0.232
C -5.583 1.057 -1.304
C -4.205 1.440 -0.795
O -4.287 1.481 0.630
C -5.661 1.423 1.026
H -7.472 1.184 -0.183
H -6.618 2.719 -0.406
H -5.687 -0.032 -1.319
H -5.787 1.432 -2.307
H -3.917 2.437 -1.143
H -3.433 0.733 -1.094
H -5.849 0.430 1.451
H -5.853 2.173 1.796
```

The frontier orbital gap is 7.51 eV. Its lowest unoccupied orbital energy is 0.094 hartree. As for the total charge: -1.



Number 1: electronic energy -88827.77633 eV. Number 2: electronic energy -7762.50737 eV. Number 3: electronic energy -22880.15657 eV. Number 4: electronic energy -119145.11762 eV.